C33H62F8N2O19S6 | wB97M-V/def2-TZVPD

XYZ file:
```
130
Properties=species:S:1:pos:R:3:mulliken_charge:R:1
O 5.9581 5.1898 6.2316 -0.58
S 5.1109 4.2048 6.8769 1.06
O 4.7326 4.4248 8.2617 -0.59
O 3.8118 3.8850 5.9255 -0.18
C 2.9452 2.8828 6.3749 -0.39
C 2.1950 2.5443 5.0337 -0.90
C 6.0598 2.5473 6.5607 -0.99
H 2.1935 3.3895 6.9802 0.33
H 3.4367 2.0250 6.8340 0.34
H 1.2139 2.2180 5.3788 0.35
H 2.8409 1.8764 4.4638 0.35
H 2.1393 3.5016 4.5154 0.19
H 5.6179 1.7312 7.1323 0.36
H 7.0846 2.7444 6.8752 0.38
H 6.0096 2.2177 5.5229 0.32
O 5.5505 -3.2484 0.4051 -0.63
S 5.3261 -4.6033 -0.1335 1.13
O 5.6903 -5.7929 0.6620 -0.62
O 3.7245 -4.6665 -0.4575 -0.22
C 2.8491 -4.6467 0.5997 -0.42
C 1.6045 -3.9096 0.1175 -0.92
C 6.0805 -4.6211 -1.8199 -0.85
H 3.1777 -4.1127 1.4913 0.38
H 2.5987 -5.6683 0.8856 0.29
H 0.7152 -3.9758 0.7444 0.24
H 1.2783 -4.3664 -0.8168 0.38
H 1.7971 -2.8540 -0.0738 0.20
H 7.1397 -4.7887 -1.6247 0.36
H 5.9345 -3.5914 -2.1462 0.32
H 5.6144 -5.4148 -2.4039 0.32
O -0.6942 0.7508 -5.5349 -0.58
S -1.6456 0.3991 -4.5027 1.00
O -1.5967 1.1948 -3.2731 -0.46
O -3.2268 0.4235 -5.0917 -0.22
C -3.6018 -0.3007 -6.2104 -0.25
C -4.6147 0.4319 -7.1134 -1.30
C -1.5827 -1.4222 -4.0986 -1.07
H -4.1356 -1.1831 -5.8575 0.28
H -2.8019 -0.8105 -6.7475 0.41
H -4.8063 -0.2301 -7.9579 0.41
H -4.2474 1.2959 -7.6673 0.35
H -5.5845 0.6003 -6.6453 0.27
H -1.1814 -1.9586 -4.9585 0.47
H -2.6243 -1.6007 -3.8317 0.38
H -0.9602 -1.5184 -3.2090 0.32
O -2.9595 -5.5583 2.3507 -0.63
S -3.0372 -5.3991 0.9117 1.19
O -2.5642 -6.3055 -0.0681 -0.61
O -4.6259 -5.1985 0.5740 -0.20
C -5.6393 -6.0277 1.1124 -0.15
C -6.6080 -6.4668 0.0840 -1.24
C -2.5456 -3.6918 0.4899 -0.40
H -6.2846 -5.4616 1.7841 0.23
H -5.3398 -6.9765 1.5574 0.33
H -7.5822 -6.5336 0.5684 0.37
H -6.3627 -7.4068 -0.4103 0.30
H -6.7471 -5.6616 -0.6374 0.29
H -3.4724 -3.1186 0.5120 0.20
H -2.1927 -3.6574 -0.5408 0.40
H -1.9369 -3.2669 1.2881 -0.07
O -4.3450 -1.6719 -1.8392 -0.42
S -5.7286 -1.3016 -1.4552 1.06
O -6.5785 -2.1001 -0.5736 -0.59
O -5.6571 0.1718 -0.7899 -0.36
C -4.6640 1.1510 -1.1945 0.29
C -4.3892 2.2678 -0.1396 -1.27
C -6.7649 -0.7325 -3.0458 -0.92
H -5.2247 1.6181 -2.0042 0.18
H -3.8053 0.6210 -1.6066 0.13
H -3.8712 1.7875 0.6906 0.25
H -5.2605 2.8500 0.1604 0.40
H -3.6769 3.0128 -0.4942 0.34
H -6.6121 0.3443 -3.1185 0.26
H -7.8133 -0.8890 -2.7919 0.39
H -6.5893 -1.2459 -3.9911 0.31
O 4.6184 -2.3703 -5.0728 -0.59
S 3.4964 -1.3801 -5.2012 1.08
O 2.1762 -1.8272 -5.5939 -0.54
O 3.4719 -0.4848 -3.8033 -0.31
C 2.3019 0.2679 -3.5542 0.02
C 1.9394 0.4603 -2.0703 -0.89
C 4.0918 -0.0289 -6.2755 -0.92
H 1.4173 -0.2088 -3.9765 0.04
H 2.4808 1.2265 -4.0413 0.26
H 1.7094 -0.4906 -1.5896 0.09
H 1.1863 1.2145 -1.8419 0.23
H 2.7884 0.8190 -1.4884 0.48
H 5.0638 0.2727 -5.8852 0.32
H 3.3182 0.7319 -6.3794 0.33
H 4.1916 -0.6190 -7.1865 0.38
N -0.8993 -2.9299 5.4640 -0.09
C -1.9884 -3.6863 5.0983 -0.33
C -2.9867 -3.1218 4.2679 -0.36
C -2.7547 -1.8064 3.8195 -0.35
C -1.6456 -1.0737 4.2146 -0.15
C -0.7347 -1.6621 5.0850 -0.28
H -1.8390 -4.7402 5.2810 0.46
H -3.7744 -3.7000 3.8080 0.53
H -3.4513 -1.3084 3.1613 0.56
H -1.5329 -0.0619 3.8542 0.42
H 0.1780 -1.2596 5.4990 0.50
N 0.5464 -0.1506 1.8592 -0.37
C -0.3578 -0.2992 0.8559 -0.54
C -0.8720 0.6582 0.0882 -0.53
C -0.3532 1.9184 0.2386 -0.41
C 0.6072 2.1712 1.2607 -0.24
C 1.0359 1.1034 2.0178 -0.67
H -0.4746 -1.3691 0.7662 0.79
H -1.5415 0.4415 -0.7311 0.49
H -0.6775 2.7624 -0.3522 0.49
H 1.1571 3.0937 1.3743 0.41
H 1.8783 1.2654 2.6739 0.53
C 3.6657 7.1578 -0.0191 -1.00
C 2.9496 6.8185 -1.3282 1.16
C 2.4823 5.3546 -1.2099 0.21
F 1.9896 4.8079 -2.3322 -0.28
F 3.2824 4.4074 -0.5417 -0.26
F 2.0715 7.8008 -1.6309 -0.27
F 3.9030 6.8997 -2.3042 -0.32
O 2.7735 7.2538 1.0889 -0.37
C 2.9111 6.4312 2.2446 0.86
C 1.5504 6.6243 3.0320 0.12
F 0.5077 6.4376 2.2518 -0.26
F 1.3517 5.8353 4.0525 -0.19
F 3.0213 5.1231 1.9593 -0.22
F 3.9893 6.7774 2.9700 -0.29
H 3.8810 8.2261 -0.0006 0.38
H 4.6073 6.7200 0.3124 0.43
H 1.6022 5.4775 -0.5788 0.12
H 1.4409 7.6725 3.3101 0.21
```

**Maximum force**: 4.59 eV/Å
**Kohn-Sham gap (alpha / beta)**: 7.760 / 3.803 eV
**Spin multiplicity**: 2
**<S²>**: 0.763
**Total charge**: +1
**E_tot**: -163842.8971 eV
**HOMO level (alpha / beta)**: -12.1 / -12.1 eV

---

C33H62N8O12P2 | wB97M-V/def2-TZVPD

XYZ file:
```
117
Properties=species:S:1:pos:R:3:mulliken_charge:R:1
H -1.2034 -5.4790 -1.7092 0.28
N -1.7054 -4.8349 -2.3165 -0.57
C -2.8174 -4.5069 -1.8188 -0.14
C -3.6880 -3.5078 -2.5404 -1.07
C -2.9598 -2.1992 -2.6866 1.13
C -2.8135 -1.3568 -1.5880 -1.03
C -2.0980 -0.1610 -1.6661 0.55
P -1.9572 0.7098 -0.0951 0.46
O -2.8856 0.2411 0.9718 -0.86
C -1.5113 0.2725 -2.8603 0.99
C -0.6883 1.5368 -2.9384 -1.90
O 0.5932 1.2815 -2.4196 -0.08
C 1.6732 1.2459 -3.3413 -0.49
C 2.6350 0.1649 -2.9474 -0.72
O 1.9610 -1.0671 -2.8362 -0.07
C 2.7667 -2.1161 -2.3456 -0.22
C 2.2980 -3.4474 -2.8947 -1.04
C -1.7033 -0.5501 -3.9548 0.36
C -2.3986 -1.7551 -3.8670 0.19
C -2.4231 -2.3635 -5.2177 -0.27
O -2.5823 -3.4931 -5.5587 -0.51
N -2.1320 -1.2675 -6.1777 -0.04
P -3.5778 -0.5410 -6.6848 0.60
O -3.5037 0.3879 -7.8237 -0.71
C -1.2812 -0.3726 -5.3707 -0.39
O -0.3934 0.2704 -5.8383 -0.51
H -3.1718 -4.8762 -0.8590 0.40
H -4.5908 -3.3091 -1.9651 -0.04
H -3.9387 -3.9005 -3.5234 0.66
H -3.2383 -1.6554 -0.6388 0.77
H -2.1029 2.0688 -0.4077 0.08
H -0.6175 0.5646 0.2911 -0.01
H -0.6674 1.8898 -3.9694 0.60
H -1.1448 2.3173 -2.3258 0.62
H 1.3443 1.0834 -4.3692 0.26
H 2.2197 2.1934 -3.3072 0.35
H 3.1228 0.4241 -1.9998 0.36
H 3.4042 0.1054 -3.7279 0.38
H 3.8251 -1.9431 -2.5777 0.38
H 2.6935 -2.1556 -1.2506 0.11
H 3.0526 -4.2161 -2.7249 0.38
H 1.3907 -3.7586 -2.3774 0.10
H 2.0825 -3.3976 -3.9613 0.36
H -4.0755 0.0811 -5.5275 0.06
H -4.3918 -1.6592 -6.8927 0.08
C 6.3718 3.7975 0.7616 -0.88
N 5.8655 3.4918 -0.5628 -0.17
C 4.5776 3.2394 -0.9250 0.75
C 3.5301 3.2538 0.1667 -1.01
O 4.2907 3.0075 -2.0869 -0.63
H 6.8547 4.7774 0.7576 0.28
H 7.1072 3.0566 1.0789 0.30
H 5.5582 3.8147 1.4800 0.34
H 6.5177 3.4538 -1.3301 0.23
H 2.5710 3.0307 -0.2921 0.08
H 3.7466 2.4978 0.9224 0.38
H 3.4726 4.2234 0.6646 0.32
C -1.6024 -1.5140 3.8118 -1.12
N -2.1767 -1.7893 2.5121 0.01
C -2.0777 -2.9248 1.7799 0.77
C -1.2652 -4.0668 2.3389 -1.06
O -2.6250 -2.9911 0.6872 -0.47
H -2.3815 -1.2631 4.5346 0.33
H -0.9114 -0.6706 3.7499 0.32
H -1.0559 -2.3757 4.1799 0.31
H -2.6957 -1.0516 2.0474 0.44
H -1.2780 -4.8788 1.6187 0.24
H -0.2312 -3.7696 2.5068 -0.05
H -1.6873 -4.4165 3.2830 0.48
C 2.4876 -2.3513 3.4792 -0.85
N 1.8846 -2.6368 2.1860 0.12
C 1.8572 -3.7983 1.4836 0.77
C 2.5657 -4.9931 2.0802 -1.69
O 1.2745 -3.8553 0.4131 -0.47
H 1.7329 -2.0095 4.1804 0.28
H 3.2369 -1.5659 3.3841 0.27
H 2.9638 -3.2423 3.8766 0.31
H 1.4114 -1.8803 1.7139 0.08
H 2.4465 -5.8284 1.3974 0.38
H 3.6286 -4.7891 2.2130 0.39
H 2.1379 -5.2587 3.0479 0.36
C 0.2660 2.4199 7.4323 -0.88
N 0.6948 1.4703 6.4237 -0.13
C 1.6480 0.5108 6.5224 0.83
C 2.3796 0.3869 7.8384 -1.41
O 1.8998 -0.2197 5.5753 -0.58
H -0.7951 2.2944 7.6525 0.30
H 0.4255 3.4429 7.0892 0.29
H 0.8267 2.2735 8.3489 0.32
H 0.2484 1.5056 5.5204 0.20
H 3.1008 -0.4187 7.7474 0.25
H 2.9067 1.3102 8.0799 0.40
H 1.6883 0.1556 8.6493 0.39
C 5.1650 8.3541 0.4260 -0.95
N 4.7034 7.1705 1.1235 -0.08
C 4.1463 7.0696 2.3577 1.07
C 3.9643 8.3437 3.1486 -1.50
O 3.8120 5.9797 2.7959 -0.63
H 4.6247 8.4828 -0.5128 0.30
H 6.2289 8.2759 0.1961 0.28
H 5.0088 9.2358 1.0381 0.38
H 4.7871 6.2783 0.6611 0.08
H 3.5117 8.0859 4.1005 0.30
H 4.9229 8.8307 3.3304 0.38
H 3.3120 9.0404 2.6213 0.37
C -8.8964 -2.3825 -1.3005 -0.93
N -7.6737 -1.9908 -1.9721 -0.08
C -7.4706 -1.7845 -3.2998 0.90
C -8.6514 -1.9762 -4.2238 -1.46
O -6.3720 -1.4563 -3.7157 -0.56
H -9.1985 -1.6243 -0.5762 0.30
H -8.7599 -3.3261 -0.7697 0.30
H -9.6975 -2.5073 -2.0209 0.34
H -6.8504 -1.8401 -1.4096 0.14
H -8.3208 -1.7734 -5.2372 0.28
H -9.0274 -2.9984 -4.1704 0.39
H -9.4610 -1.2911 -3.9705 0.40
```

**Maximum force**: 1.16 eV/Å
**Kohn-Sham gap**: 8.833 eV
**SMILES**: [H]/N=C/Cc1cc([PH2]=O)c(COCCOCC)c2c1C(=O)N([PH2]=O)C2=O.CNC(C)=O.CNC(C)=O.CNC(C)=O.CNC(C)=O.CNC(C)=O.CNC(C)=O
**Total charge**: 0
**E_tot**: -90297.1163 eV
**HOMO level**: -8.9 eV